Entry 1:
55
Properties=species:S:1:pos:R:3 method="wB97M-V/def2-TZVPD" e_lumo_ev=1.86 molar_mass_g_mol=375.53 charge=-1 gap_ev=6.19 homo_energy_ev=-4.33
H 0.00 -2.25 -0.02
H -1.82 1.99 -0.81
O -6.69 -0.93 -3.03
H 1.68 0.41 3.97
S -7.45 -1.57 -1.94
H -1.96 -1.09 0.68
H 6.72 2.69 3.69
C -2.95 -0.79 -1.26
C 1.19 1.49 -1.29
H 4.01 2.24 0.70
O 5.87 0.28 1.21
O 0.40 2.31 2.84
H -7.11 -3.62 -0.74
H -2.65 -0.98 -2.30
C -0.65 -1.93 -0.84
H 0.89 -1.25 -2.17
H 8.42 0.70 3.65
C -6.51 -3.02 -1.43
C 1.37 1.79 2.41
H 2.53 3.16 -1.00
H 0.08 0.41 0.22
H -9.45 -1.74 -3.18
C -8.79 -2.48 -2.74
H -9.33 -3.07 -2.01
H -0.74 -2.80 -1.50
C 2.55 2.08 -0.85
H 2.86 0.18 2.65
O 2.16 2.47 1.53
F -3.97 1.19 0.67
H -8.37 -3.11 -3.53
H 3.09 0.75 0.76
H -5.62 -2.66 -0.93
H 1.63 -0.33 -0.19
H 0.40 2.23 -1.16
C 0.09 -0.80 -1.57
S 6.27 0.61 2.60
Al -3.23 1.17 -0.88
H -2.53 -2.56 -0.08
H 3.35 1.69 -1.49
C 6.30 2.41 2.73
H 1.26 1.30 -2.36
H 8.23 -0.70 2.57
C -2.05 -1.59 -0.30
C 3.01 1.82 0.57
C 8.05 0.37 2.68
H -4.26 1.82 -1.96
C 1.83 0.42 2.89
H -0.57 -0.28 -2.26
H 5.27 2.75 2.65
H -3.97 -1.18 -1.18
H -6.24 -3.60 -2.31
H 6.90 2.81 1.91
H 8.52 0.92 1.87
H 1.18 -0.34 2.46
C 0.76 0.19 -0.61


Entry 2:
10
Properties=species:S:1:pos:R:3 method="wB97M-V/def2-TZVPD" e_lumo_ev=0.11 molar_mass_g_mol=117.13 gap_ev=8.72 smiles="S/N=c1/nc[nH]o1" e_above_lowest_ev=3.2845 homo_energy_ev=-8.61
H -0.11 1.24 -3.77
H 0.77 -1.32 2.50
C 0.55 -0.94 1.47
N 0.24 -1.45 0.30
C -0.24 -0.35 -0.48
O -0.17 0.86 0.32
H -0.42 0.57 2.18
N 0.40 0.50 1.53
N -0.45 -0.42 -1.76
S -0.57 1.29 -2.29


Entry 3:
97
Properties=species:S:1:pos:R:3 method="wB97M-V/def2-TZVPD" e_lumo_ev="-3.00 / -3.96" molar_mass_g_mol=1076.46 charge=+1 gap_ev="7.64 / 6.65" e_above_lowest_ev=0.2881 spin_multiplicity=2 homo_energy_ev="-10.64 / -10.61"
H -1.46 5.53 -5.03
C -2.02 2.36 -4.00
Ir 0.57 -0.04 0.13
S 0.77 0.75 3.29
C -3.30 5.06 -1.33
C 2.27 -1.23 -4.29
H 3.25 3.36 -1.25
C -2.56 6.24 -1.21
H -0.72 7.12 -0.57
H -2.98 7.17 -1.56
C 2.12 -0.23 3.95
C -3.65 1.09 3.10
H 0.25 4.99 0.19
H 2.76 4.77 2.55
Cl 0.33 -2.57 2.84
C -1.67 -0.55 -3.05
C 2.85 4.01 -0.48
N 0.71 2.15 0.52
H 2.64 -2.20 -3.93
H 4.06 0.69 -1.29
H -2.74 4.00 4.59
C -1.51 -0.80 -4.41
H -3.35 2.96 -0.94
H -4.33 2.13 4.86
Cl 4.39 -5.07 0.41
H -2.75 1.57 -4.11
H -1.28 1.08 4.41
C 3.01 -4.05 0.34
H 1.03 4.81 2.26
C -3.64 2.13 4.02
Cl 3.02 -4.08 3.04
H 2.75 0.44 4.54
H 3.60 1.45 -4.56
H 0.54 5.23 -3.62
C -3.33 -2.27 -2.91
C -1.49 3.84 -0.32
C -1.30 4.60 -4.52
C 2.42 -3.57 1.50
H 2.12 4.68 -0.94
H -3.11 3.70 -5.27
C -0.17 4.42 -3.73
C -1.08 0.81 -0.55
H -1.22 4.06 2.65
C 3.47 1.72 1.40
H 3.13 0.69 1.25
H 2.70 -0.61 3.11
C -2.78 1.11 2.03
Cl 2.94 -4.56 -2.31
H -0.59 -0.55 4.72
H 1.71 3.57 3.32
H 3.49 -0.97 -1.02
H -2.77 0.29 1.32
H 3.68 4.63 -0.12
H -2.68 -1.10 -1.24
C 2.71 1.65 -3.95
C -0.38 0.51 4.63
O 0.13 -0.09 2.18
C 1.88 4.14 2.40
C 1.36 -2.85 -0.92
H 4.36 1.84 0.79
H 0.90 3.08 -2.44
Cl 0.42 -2.78 -2.36
C 0.94 -2.10 0.20
C -1.29 6.21 -0.66
Si 2.17 3.00 0.94
H -2.13 -2.01 -6.07
H -4.29 5.08 -1.76
C 3.75 -0.23 -1.79
C -1.90 2.18 1.86
H -3.75 -3.32 -4.74
H 1.75 -1.06 4.55
H 1.27 -1.40 -4.70
H 2.92 2.53 -3.34
H 2.92 -0.91 -5.11
C 2.40 -3.77 -0.88
C -2.75 3.19 3.87
C -2.23 3.57 -4.65
C 1.33 -2.70 1.42
C 0.03 3.22 -3.07
C -0.88 2.18 -3.21
N 0.91 0.31 -1.95
H -0.81 -0.22 -5.00
H -4.04 -2.85 -2.33
P -0.63 0.68 -2.26
C -2.26 -1.80 -5.01
C -3.17 -2.54 -4.26
H 1.90 1.91 -4.64
C -1.89 3.22 2.79
H 3.78 1.83 2.44
C -2.58 -1.28 -2.30
H 0.09 0.90 5.54
H 4.61 -0.62 -2.33
H -4.34 0.27 3.23
Si 2.34 0.10 -2.97
P -0.88 2.30 0.37
C -2.77 3.87 -0.87
C -0.75 5.01 -0.22


Entry 4:
161
Properties=species:S:1:pos:R:3 method="wB97M-V/def2-TZVPD" e_lumo_ev=0.27 molar_mass_g_mol=1095.25 gap_ev=8.96 smiles="CCCCCCCCCCCCCCCC[C@@H](OC[C@@H](CCCCN)O[C@H]([PH2]=N)P(O)O)S(=O)(=O)F.O=C1CCCO1.O=C1CCCO1.O=C1CCCO1.O=C1CCCO1.O=C1CCCO1.O=C1CCCO1" homo_energy_ev=-8.69
O -6.73 0.03 -7.47
H 1.67 6.07 4.12
H 0.05 -7.82 3.11
C -1.65 -3.97 -3.51
H 3.00 -7.19 3.55
H 3.20 6.23 2.07
C -3.22 -0.78 -5.06
H -6.43 2.78 -6.98
C 2.44 4.43 -7.05
H -3.51 -0.54 -6.09
H -4.41 7.76 8.63
C 2.23 -7.84 3.13
O -0.69 -2.70 2.06
H 8.71 0.32 3.90
H -3.85 -0.17 -3.22
H 2.24 -7.72 2.04
C -4.46 7.11 2.84
O -1.51 0.24 -2.67
H 2.75 5.46 -6.89
H 2.98 1.69 2.02
H 9.57 1.09 1.08
H -3.36 -8.90 3.27
O 2.39 3.78 -5.77
H 3.18 -3.44 -0.31
H -2.10 -4.84 -3.04
C 3.75 -1.19 0.82
H 2.69 3.82 -0.14
O -1.84 7.43 6.78
C -4.19 5.61 2.68
H 2.37 4.13 2.87
C -7.26 2.16 -6.63
N -4.23 -0.24 -4.15
H -1.96 -8.73 2.21
H -3.64 -3.23 -3.19
C 0.13 -1.51 -3.64
H -1.60 6.84 2.53
H 1.35 7.79 1.97
O -2.22 -11.42 1.49
S 0.17 -3.81 1.78
H -1.22 5.71 7.72
C 2.45 -9.27 3.61
H -0.69 -5.36 -1.48
O 5.81 1.89 1.80
O 1.74 -10.13 5.79
C -7.59 0.57 -8.37
H -8.25 2.60 -8.55
H 6.57 -0.41 3.06
H -0.28 4.62 3.53
N 2.91 -2.30 -3.31
H 0.63 7.47 4.12
H -5.74 0.79 -5.82
H 0.53 1.59 -4.71
P 0.08 0.27 -3.10
H -0.61 -1.66 -4.44
H -3.67 7.74 2.44
C 2.93 3.52 0.89
H -2.42 -2.02 -2.88
H 1.04 4.12 1.69
C -1.33 6.77 7.95
H 2.83 -4.45 1.08
C -6.75 0.78 -6.24
H 2.53 -2.37 -2.37
H 2.67 -0.68 -1.00
H 3.49 -9.54 3.78
H -4.42 5.29 1.66
H -0.35 7.18 8.16
C -2.96 -2.29 -4.98
H 7.19 -0.59 1.41
H 4.28 -0.56 1.54
O 0.82 -8.26 4.97
C 3.07 -2.34 1.56
H 2.12 -0.69 -5.06
O 0.90 -4.36 -0.74
C 3.43 3.60 -7.87
H 0.77 -6.45 3.97
C 3.27 1.16 -0.05
H -4.64 7.35 3.89
H 0.23 6.52 1.54
C 3.21 2.21 -7.30
O 2.73 1.73 -4.94
C 2.80 -0.30 0.01
H -2.28 -0.25 -4.87
C 2.27 5.88 1.61
H -3.65 -8.76 0.49
H 2.40 1.67 -7.79
H 1.58 -2.79 -5.37
C 0.80 6.51 3.63
H 2.01 -10.01 2.93
H -7.42 0.28 -5.54
H 1.54 1.89 1.02
H -2.36 6.25 9.81
H 9.32 -0.77 2.65
H -3.82 -2.82 -5.40
H 0.82 -2.43 -0.01
O 0.99 -4.35 2.81
C 2.63 2.03 1.04
C 7.26 -0.01 2.33
C -3.66 7.09 8.23
H 1.44 4.42 -7.48
C 8.70 0.11 2.83
C -3.65 -9.59 1.20
H -2.86 4.45 3.94
H -1.37 -10.81 3.26
C 2.77 2.49 -5.87
O -0.02 0.80 -4.64
H 4.45 3.93 -7.67
H -2.16 6.88 4.19
C -0.38 -4.32 -1.37
C -2.36 7.02 9.04
H 3.77 -2.76 2.30
C 0.88 -7.51 3.74
H 3.25 3.68 -8.94
C 1.16 -3.43 0.25
H 1.81 -0.32 0.49
C -2.69 -2.83 -3.56
H -1.61 0.76 -1.87
H -9.21 1.60 -7.45
H 4.35 1.18 0.11
O -7.79 0.07 -9.43
H 2.38 6.06 0.53
O -0.13 -2.28 -2.50
C 9.19 1.34 2.07
P 1.81 -1.85 -4.34
C -0.35 -3.66 -2.73
C -2.82 -9.36 2.45
H -3.05 -11.33 3.37
H -5.02 -0.88 -4.11
H -7.74 2.68 -5.80
H 0.51 -4.09 -3.27
H -2.17 7.98 9.51
C -0.43 5.63 3.91
C 2.63 -3.48 0.63
H -1.40 -4.27 -4.53
C 1.67 -9.32 4.91
C 6.90 1.43 1.99
H -5.37 7.37 2.30
C -3.00 -10.81 0.57
H 2.22 -1.95 2.13
O -3.11 -11.22 -0.54
F -0.75 -4.99 1.28
H -2.35 4.52 2.27
C -8.20 1.83 -7.79
C 1.12 6.74 2.14
H 9.94 1.92 2.60
H -2.11 -2.51 -5.63
H -4.10 6.10 8.08
C 2.10 4.38 1.84
H 3.04 1.60 -1.03
H -1.11 -3.81 -0.73
H 3.99 3.69 1.06
C -1.76 6.22 3.42
H 4.49 -1.62 0.13
H -4.69 -9.85 1.43
C -2.34 -10.77 2.77
O -3.83 8.04 5.98
C -3.19 7.59 6.88
H -4.91 5.09 3.32
C -2.77 5.13 3.08
O 8.03 2.17 1.90
H 4.10 1.58 -7.29
H -0.51 5.53 5.00


Entry 5:
80
Properties=species:S:1:pos:R:3 method="wB97M-V/def2-TZVPD" e_lumo_ev="-0.68 / -0.71" molar_mass_g_mol=1037.32 gap_ev="6.98 / 7.69" e_above_lowest_ev=0.0000 spin_multiplicity=5 homo_energy_ev="-7.66 / -8.40"
H 0.84 -1.15 8.17
O -1.28 -1.41 0.54
C -2.06 -3.55 -0.23
C -4.29 0.10 -1.81
C 0.65 -2.05 4.44
C -0.49 3.85 -3.09
C -1.56 4.23 1.71
H 5.02 -0.97 -0.25
C 1.90 -1.18 6.46
C 1.42 2.52 -2.75
S 3.15 -2.30 -0.63
F 2.18 1.69 -2.01
C -3.00 -0.27 -2.14
C 2.41 -0.89 2.74
H -4.78 -2.33 0.87
H -0.07 -2.56 5.05
C -0.44 5.57 0.14
O -3.83 -2.25 0.70
C 3.13 -2.70 -2.38
C -1.05 -2.46 -0.12
C 0.25 3.05 -2.23
C -3.82 -5.69 -0.52
F -0.84 4.91 -5.18
C -4.52 1.27 -1.12
H -2.16 -6.76 -1.36
H -4.52 -6.51 -0.62
F 2.99 2.25 -4.50
H 5.43 -2.67 0.07
H 3.31 -3.77 -2.47
H -0.61 -4.83 -1.11
C 5.45 -2.12 -2.08
F -1.65 4.37 -2.67
C -1.31 6.57 2.13
C 2.63 -0.76 4.10
N 1.39 -1.56 2.22
F -0.18 7.89 0.54
H 4.45 -2.17 -4.02
H 3.08 -0.41 2.03
F -2.43 5.20 3.68
C 1.72 -1.34 4.98
C -3.44 2.05 -0.73
N 0.78 -1.34 7.18
C -3.39 -3.42 0.18
F -5.32 -0.68 -2.16
H 3.47 -0.20 4.48
H 5.84 -3.12 -2.25
O 0.08 -2.61 -0.68
C -0.91 4.32 0.49
O 2.59 -0.88 -0.56
C 4.25 -1.87 -2.99
C -0.64 6.69 0.93
F 1.49 3.85 -6.10
C -0.09 4.14 -4.38
C -4.26 -4.50 0.03
H -0.13 -1.24 6.75
C 4.95 -1.99 -0.64
C -1.96 0.54 -1.73
H -5.29 -4.39 0.34
Ge -0.49 2.64 -0.45
S 0.74 1.53 0.91
C -1.64 -4.76 -0.79
H 2.12 -2.47 -2.73
C -1.78 5.33 2.52
F -0.71 0.15 -2.08
F -5.77 1.64 -0.83
F -3.73 3.19 -0.09
C 1.85 2.78 -4.04
C -2.13 1.69 -0.99
F -2.77 -1.40 -2.81
C 1.09 3.60 -4.86
Cr 0.64 -0.75 0.15
C 0.53 -2.14 3.06
F -1.51 7.63 2.90
H -0.30 -2.67 2.62
F -2.01 3.05 2.14
F 0.25 5.75 -1.00
H 3.97 -0.82 -2.99
H 6.26 -1.41 -2.26
C -2.50 -5.83 -0.93
S 3.36 -0.87 7.14


Entry 6:
12
Properties=species:S:1:pos:R:3 method="wB97M-V/def2-TZVPD" e_lumo_ev=-4.13 molar_mass_g_mol=125.05 charge=+1 gap_ev=9.55 e_above_lowest_ev=2.3871 homo_energy_ev=-13.67
H -1.97 0.36 0.94
C 0.23 -0.10 0.40
H -0.13 1.86 -0.61
H 0.91 0.67 -1.63
Se 0.86 -1.99 0.01
H -1.58 -1.21 0.92
C 0.67 1.07 -0.61
H 1.94 -1.94 -1.10
H 0.35 0.30 1.94
H -1.49 -0.26 -0.54
N -1.30 -0.27 0.42
H 1.51 1.50 -0.13